[1]
{"formula": "C6H10O", "method": "ωB97M-V with the def2-TZVPD basis set", "gap_ev": 7.84, "homo_energy_ev": -7.60, "e_lumo_ev": 0.24, "species": ["C", "H", "C", "H", "H", "C", "H", "H", "H", "H", "O", "H", "C", "C", "H", "H", "C"], "xyz": [[0.417, -0.802, 1.005], [-0.110, -0.822, -1.771], [1.131, 1.000, -1.534], [-0.893, 2.028, -0.618], [0.363, -1.535, 0.197], [-0.760, -0.993, 1.973], [0.610, 1.354, 1.227], [-0.628, 0.608, -2.758], [1.388, 1.804, -2.243], [-1.714, -0.851, 1.455], [2.017, 0.670, -0.643], [-0.746, -2.000, 2.401], [-0.124, 0.266, -1.856], [0.348, 0.601, 0.482], [-0.717, -0.276, 2.802], [1.370, -0.949, 1.522], [-0.417, 1.056, -0.617]], "lowdin_charge": [-0.223, 0.109, -0.296, 0.113, 0.107, -0.092, 0.146, 0.112, 0.138, 0.077, -0.102, 0.075, -0.116, -0.084, 0.076, 0.120, -0.159]}

***

[2]
{"formula": "C6H10O", "method": "ωB97M-V with the def2-TZVPD basis set", "gap_ev": 10.83, "homo_energy_ev": -9.79, "e_lumo_ev": 1.04, "smiles": "O=CCCC1CC1", "species": ["H", "H", "C", "C", "H", "H", "H", "C", "C", "H", "C", "H", "H", "C", "H", "O", "H"], "xyz": [[-1.837, -1.408, -0.583], [3.687, -0.533, 0.554], [-0.756, 0.541, -0.510], [-2.196, 0.747, -0.147], [-2.727, 1.577, -0.603], [-0.354, 1.237, -1.248], [0.450, 0.981, 1.209], [2.664, -0.454, 0.980], [1.554, -0.374, -0.035], [-0.196, -0.644, 1.200], [0.237, 0.129, 0.552], [1.897, 0.266, -0.862], [-2.069, -0.375, -2.072], [-1.801, -0.412, -1.020], [1.441, -1.379, -0.469], [2.497, -0.433, 2.176], [-2.491, 0.535, 0.878]], "lowdin_charge": [0.101, 0.118, -0.321, -0.129, 0.096, 0.135, 0.123, -0.269, -0.166, 0.126, -0.185, 0.119, 0.095, -0.125, 0.130, 0.049, 0.102]}

***

[3]
{"formula": "C6H10O", "method": "ωB97M-V with the def2-TZVPD basis set", "gap_ev": [8.12, 7.91], "homo_energy_ev": [-8.02, -7.56], "e_lumo_ev": [0.10, 0.35], "species": ["H", "H", "C", "H", "C", "C", "H", "H", "H", "C", "C", "H", "O", "H", "C", "H", "H"], "xyz": [[-2.894, -0.344, -0.134], [1.181, 0.028, -1.268], [-0.727, 0.835, 0.376], [-1.534, -0.112, -1.580], [2.575, 0.061, 0.399], [0.082, -0.224, 0.541], [1.402, -1.539, -0.470], [2.708, -0.421, 1.374], [-2.120, 2.519, 0.004], [1.309, -0.461, -0.295], [-1.716, 1.516, -0.039], [2.511, 1.144, 0.557], [0.052, -0.991, 1.668], [-3.077, -0.772, -1.960], [-2.480, -0.353, -1.141], [-0.730, -0.743, 2.184], [3.458, -0.145, -0.216]], "lowdin_charge": [0.001, 0.118, -0.137, -0.026, -0.092, -0.355, 0.119, 0.075, 0.044, -0.189, 0.049, 0.079, 0.055, -0.001, 0.066, 0.121, 0.072]}

***

[4]
{"formula": "C6H10O", "method": "ωB97M-V with the def2-TZVPD basis set", "gap_ev": 11.05, "homo_energy_ev": -10.03, "e_lumo_ev": 1.02, "smiles": "C[C@H]1C[C@]2(CO2)C1", "species": ["C", "H", "H", "C", "H", "H", "O", "H", "H", "H", "H", "C", "C", "C", "C", "H", "H"], "xyz": [[-0.876, -0.004, -0.279], [-2.711, 0.739, 0.700], [0.320, -1.893, -0.607], [0.142, -1.106, 0.131], [-2.948, 0.028, -0.888], [0.211, 1.977, -0.285], [2.335, -0.020, 1.031], [2.865, 1.072, -0.723], [2.925, -0.762, -0.881], [-0.792, 0.086, -1.363], [-2.673, -1.021, 0.492], [-2.376, -0.069, 0.040], [0.080, 1.070, 0.311], [2.492, 0.106, -0.382], [1.174, 0.011, 0.239], [-0.125, 1.351, 1.351], [-0.041, -1.563, 1.110]], "lowdin_charge": [-0.326, 0.071, 0.113, -0.055, 0.067, 0.113, -0.003, 0.114, 0.114, 0.129, 0.071, -0.061, -0.055, -0.074, -0.466, 0.124, 0.124]}

***

[5]
{"formula": "C6H10O", "method": "ωB97M-V with the def2-TZVPD basis set", "gap_ev": [8.38, 8.34], "homo_energy_ev": [-8.73, -8.71], "e_lumo_ev": [-0.36, -0.37], "species": ["H", "O", "H", "H", "C", "C", "H", "H", "H", "C", "C", "C", "H", "C", "H", "H", "H"], "xyz": [[-2.207, -1.483, 0.648], [-0.543, 1.282, -0.283], [1.109, 2.013, -1.328], [-2.913, 0.100, 0.237], [-0.787, -0.118, -0.145], [0.490, -0.577, 0.612], [2.551, 0.080, -0.053], [-1.878, -0.071, 1.682], [1.260, -1.696, -1.326], [-2.035, -0.400, 0.650], [1.251, -0.618, -1.616], [1.481, 0.107, -0.322], [1.181, 2.145, 0.457], [0.871, 1.511, -0.385], [0.397, -0.100, 1.593], [-0.925, -0.533, -1.172], [0.697, -1.644, 0.750]], "lowdin_charge": [0.089, -0.107, 0.119, 0.084, -0.418, -0.130, 0.160, 0.085, 0.021, -0.037, 0.201, -0.401, 0.122, -0.177, 0.124, 0.142, 0.122]}

***

[6]
{"formula": "C6H10O", "method": "ωB97M-V with the def2-TZVPD basis set", "gap_ev": 9.58, "homo_energy_ev": -8.65, "e_lumo_ev": 0.92, "species": ["C", "H", "H", "H", "H", "O", "C", "H", "H", "H", "C", "H", "C", "H", "C", "H", "C"], "xyz": [[-0.080, 1.011, -0.398], [2.472, -0.510, 1.315], [-0.520, 2.305, 0.920], [0.643, -1.571, -1.922], [0.356, -1.641, 1.774], [-0.264, 2.346, -0.012], [-0.047, -0.903, 1.088], [-2.207, 0.752, -0.132], [0.059, -1.808, -1.414], [-1.603, -0.015, -1.597], [-1.366, 0.188, -0.550], [-1.817, -1.853, 0.360], [1.998, 0.175, 0.633], [2.496, 0.946, 0.079], [-1.105, -1.046, 0.285], [0.448, 1.073, -1.352], [0.691, 0.213, 0.603]], "lowdin_charge": [-0.374, 0.070, 0.102, 0.092, 0.122, -0.009, -0.080, 0.119, 0.058, 0.106, -0.141, 0.103, 0.080, 0.074, -0.137, 0.146, -0.330]}

***

[7]
{"formula": "C6H10O", "method": "ωB97M-V with the def2-TZVPD basis set", "gap_ev": 8.43, "homo_energy_ev": -7.58, "e_lumo_ev": 0.85, "smiles": "C/C=C/C=C(/C)O", "species": ["H", "C", "C", "O", "C", "C", "H", "H", "H", "C", "H", "H", "C", "H", "H", "H", "H"], "xyz": [[-0.361, -0.773, -1.128], [3.014, -1.245, 0.760], [-2.753, 0.774, -1.043], [-1.399, 1.676, 0.797], [-1.609, 0.619, -0.100], [1.814, -0.668, 0.103], [-2.586, -0.084, -1.713], [3.755, -0.461, 0.931], [0.665, 0.346, 1.574], [0.677, -0.074, 0.577], [-3.701, 0.593, -0.528], [3.423, -1.962, 0.042], [-0.461, -0.055, -0.324], [1.801, -0.657, -0.989], [-2.848, 1.659, -1.665], [2.772, -1.790, 1.669], [-2.204, 2.102, 1.037]], "lowdin_charge": [0.107, -0.108, -0.045, 0.009, -0.349, -0.173, 0.084, 0.074, 0.108, -0.101, 0.080, 0.070, -0.086, 0.096, 0.084, 0.073, 0.078]}

***

[8]
{"formula": "C6H10O", "method": "ωB97M-V with the def2-TZVPD basis set", "gap_ev": 10.00, "homo_energy_ev": -8.81, "e_lumo_ev": 1.18, "species": ["H", "H", "O", "C", "C", "H", "H", "H", "C", "H", "C", "H", "C", "H", "H", "C", "H"], "xyz": [[-2.491, 0.800, -0.603], [2.045, 0.539, -2.080], [0.818, 0.377, 1.263], [0.416, -0.841, 0.536], [-1.673, 0.672, 0.100], [-2.900, -0.602, 1.482], [2.041, -1.118, -1.141], [-1.466, -1.471, -0.422], [1.452, -0.502, -0.487], [0.629, -1.757, 1.091], [1.657, 0.628, 0.206], [-1.031, 1.542, 0.206], [-1.919, -0.164, 1.324], [-1.397, 0.138, 2.229], [2.148, 1.595, 0.120], [-1.054, -0.693, 0.216], [2.738, 0.863, -2.060]], "lowdin_charge": [0.100, 0.044, -0.054, -0.260, -0.105, 0.098, 0.080, 0.140, -0.091, 0.154, -0.157, 0.101, -0.110, 0.105, 0.117, -0.238, 0.075]}